(1)
181
Properties=species:S:1:pos:R:3:forces:R:3 method="wB97M-V/def2-TZVPD" lumo_ev="-0.7 / -0.8" multiplicity=2 s2=0.75 orbital_gap_ev="1.7400 / 5.6934"
Rb -1.44203 4.20722 -0.76565 0.489 -0.744 0.006
Rb -1.16206 3.57512 4.07513 -0.287 -0.708 0.097
C 2.65106 0.70607 0.71226 -0.167 0.339 -0.454
C 1.50214 1.17444 -0.20933 -0.731 0.212 -0.780
C 1.17676 0.01568 -1.24151 0.533 0.542 1.086
C 0.36770 -1.10060 -0.59596 -0.238 0.600 -0.156
C -0.95933 -0.49065 -0.13123 0.760 0.748 0.356
C -0.75366 0.65485 0.96498 -0.252 -0.386 -0.117
N 0.26434 1.65371 0.46770 -1.000 0.405 -0.814
O 0.51083 2.79246 1.33822 -0.494 -0.948 -0.325
C -0.43305 0.06960 2.34482 0.578 -0.634 -0.355
C -2.16065 1.29594 1.13602 0.814 1.185 -0.511
C 2.09126 2.35911 -1.05597 0.517 -0.583 1.078
H 3.43060 0.38419 0.02176 0.326 -0.293 0.286
H 2.38749 -0.09217 1.40613 -0.003 -0.101 -0.172
H 3.04851 1.54522 1.28321 -0.126 0.054 0.089
H 2.13204 -0.34664 -1.62135 0.318 -0.164 0.166
H 0.70056 0.40153 -2.14286 -0.496 0.262 0.174
H 0.90875 -1.54460 0.23964 0.103 -0.044 0.093
H 0.22849 -1.88415 -1.34080 -0.293 -0.281 -0.001
H -1.67263 -1.24891 0.19181 0.045 0.019 0.450
H -1.42104 -0.01796 -0.99810 -0.059 0.193 -0.068
H -0.66858 0.72816 3.18083 -0.056 0.058 -0.148
H 0.61914 -0.20655 2.41373 0.066 0.003 0.129
H -0.99643 -0.85762 2.44939 -0.167 -0.015 0.300
H -2.08524 2.16630 1.78785 0.101 -0.002 0.210
H -2.97027 0.69828 1.55485 0.353 -0.443 -0.113
H -2.47254 1.71128 0.17773 -0.257 -0.255 -0.312
H 2.57976 3.01848 -0.33855 -0.411 0.540 -0.093
H 1.39278 2.88457 -1.70721 -0.297 -0.066 0.218
H 2.92938 2.02339 -1.66666 -0.017 -0.404 -0.263
C -1.64876 -1.29762 5.59476 0.363 0.195 -0.796
C -2.80939 -2.24627 5.70987 -0.640 -0.765 0.644
O -2.70651 -3.42844 5.44757 0.204 0.346 -0.277
C -4.11303 -1.69550 6.26170 0.135 0.848 -0.662
H -1.30384 -0.88222 6.54163 -0.261 -0.104 0.130
H -1.90773 -0.45064 4.95941 -0.364 0.235 0.167
H -0.81508 -1.77923 5.08376 0.002 -0.297 0.251
H -5.01458 -2.24931 5.99974 0.392 -0.567 0.263
H -4.27972 -0.70665 5.83451 0.181 0.378 0.102
H -3.99986 -1.55217 7.33629 -0.145 -0.122 0.078
C -0.60822 1.66646 -4.89977 0.070 -0.312 0.222
C -1.42875 1.06005 -3.79184 0.214 0.825 1.026
O -1.84763 1.79828 -2.89497 0.225 -1.303 -0.977
C -1.57674 -0.46483 -3.80425 -0.820 0.905 0.314
H -0.98683 2.65140 -5.17300 -0.079 -0.193 -0.210
H -0.48663 0.94700 -5.70952 -0.091 0.394 -0.262
H 0.37825 1.83818 -4.46909 0.135 -0.025 0.053
H -1.65967 -0.82983 -4.82797 0.086 -0.090 0.127
H -2.48274 -0.69728 -3.24459 -0.017 -0.200 -0.045
H -0.75282 -0.95360 -3.28426 0.157 0.136 -0.100
C 1.18182 6.00458 1.60225 -0.008 0.959 0.469
C 2.66470 6.17710 1.94619 0.217 0.841 -0.091
O 3.22580 7.26275 1.96032 -0.775 -1.071 -0.165
C 3.38658 4.90488 2.32644 -0.218 0.627 -0.569
H 0.95822 5.73811 0.56925 0.505 -0.648 0.087
H 0.66041 6.95499 1.71607 0.176 0.190 0.322
H 0.78527 5.28606 2.31958 -0.209 -0.294 -0.465
H 3.04133 4.57741 3.30708 0.187 0.052 0.073
H 4.44974 5.14283 2.29226 -0.031 -0.402 0.215
H 3.07499 4.14274 1.61219 0.173 -0.264 0.045
C 4.77219 -1.23332 3.30513 -0.732 -0.242 -0.092
C 3.93548 -2.40019 2.78112 -0.881 0.024 0.322
O 2.88466 -2.67955 3.31087 -0.446 0.102 0.261
C 4.40858 -3.23932 1.62385 1.528 0.118 0.139
H 4.89477 -0.44667 2.56066 0.652 -0.385 -0.344
H 5.69686 -1.66365 3.68970 0.300 0.416 -0.249
H 4.24138 -0.72473 4.10992 -0.099 -0.464 0.193
H 4.27328 -4.31722 1.71281 -0.588 0.170 0.426
H 5.49166 -3.11758 1.63876 0.165 0.138 -0.747
H 3.98281 -2.91468 0.67441 0.113 0.231 0.051
C 2.98415 2.44586 -4.68511 -0.601 -0.475 0.138
C 4.35755 2.96184 -4.50295 2.799 0.980 0.764
O 4.66252 4.07416 -4.04455 -1.235 -2.010 -0.702
C 5.49967 2.06042 -5.04376 -0.036 0.345 -1.166
H 2.66707 2.78360 -5.67177 -0.324 0.241 0.011
H 2.29787 2.73159 -3.88794 0.045 0.454 -0.228
H 2.95396 1.35796 -4.74556 0.325 -0.087 0.069
H 5.17120 1.46715 -5.89713 -0.479 -0.065 -0.001
H 6.01497 1.31284 -4.44070 -0.532 0.298 0.674
H 6.27655 2.69313 -5.47300 0.037 0.290 0.346
C 1.71489 -0.36773 5.80421 0.264 0.291 0.777
C 1.57075 1.08774 5.37765 -2.257 1.587 -0.159
O 0.60450 1.81638 5.70860 1.865 -1.912 -0.279
C 2.56272 1.68119 4.41495 1.005 0.503 -0.473
H 2.69082 -0.58046 6.24059 0.436 0.354 -0.302
H 1.62471 -1.07590 4.98052 -0.138 0.207 -0.241
H 1.05610 -0.65245 6.62459 -0.472 0.319 -0.373
H 2.61701 1.19667 3.44006 -0.028 -0.658 0.253
H 3.56670 1.74158 4.83504 0.203 -0.647 0.151
H 2.42229 2.71726 4.10683 -0.946 0.029 0.518
C 3.76082 -3.12301 -3.51666 0.801 -0.799 -0.326
C 3.39688 -1.91566 -4.31685 -1.822 -0.697 -0.049
O 4.17293 -1.04828 -4.58025 1.119 0.976 -0.100
C 1.96069 -1.81749 -4.79166 -0.245 0.361 -0.108
H 3.72003 -3.02025 -2.43228 -0.128 0.345 -0.043
H 4.79102 -3.33541 -3.80242 0.158 -0.095 0.310
H 3.17831 -4.00017 -3.79837 -0.182 0.145 0.063
H 1.32429 -1.72897 -3.91118 -0.092 0.096 0.141
H 1.55348 -2.66029 -5.35022 0.401 -0.280 0.072
H 1.84414 -0.93419 -5.41959 0.009 0.072 0.134
C 1.28834 -5.02027 0.43150 -0.625 -0.365 -0.101
C 0.20573 -5.32813 1.47343 0.154 -1.527 1.031
O -0.06490 -6.48360 1.79062 0.461 1.361 -0.819
C -0.43888 -4.17376 2.17733 -0.054 0.467 0.022
H 1.31873 -5.85582 -0.26782 -0.092 0.095 -0.107
H 2.29532 -4.94677 0.84225 -0.234 0.116 0.420
H 1.04837 -4.08337 -0.07120 0.107 0.029 -0.131
H -0.93492 -4.45501 3.10628 0.174 -0.210 -0.074
H -1.20120 -3.70329 1.55636 -0.073 -0.036 -0.313
H 0.31523 -3.40955 2.36556 0.091 0.098 0.130
C -5.68815 2.28200 -0.46949 -0.350 0.722 0.539
C -6.05770 1.52634 -1.71918 -2.228 -0.145 0.282
O -7.24380 1.49709 -2.09365 2.800 0.113 0.459
C -4.95025 0.75409 -2.34094 0.445 -0.869 0.410
H -6.44967 2.09491 0.28760 -0.134 0.170 -0.091
H -5.69120 3.34735 -0.70001 -0.296 0.221 -0.016
H -4.73495 2.10834 0.02986 0.116 -0.531 -0.477
H -4.36284 1.31703 -3.06630 -0.469 -0.154 -0.473
H -5.34646 -0.22274 -2.61832 0.054 0.219 -0.860
H -4.20551 0.50945 -1.58356 -0.033 0.147 0.292
C 6.62658 0.38232 -1.76932 -0.013 -0.005 -0.650
C 6.38296 0.77910 -0.35967 0.168 -0.578 2.344
O 6.32118 -0.05414 0.56127 -0.083 1.759 -1.921
C 6.33992 2.29157 -0.12811 -0.981 -0.503 0.267
H 7.59175 -0.12418 -1.77033 -0.081 -0.211 -0.296
H 6.65237 1.24076 -2.44051 0.261 0.052 0.209
H 5.84085 -0.25695 -2.17189 0.084 -0.367 0.232
H 5.71166 2.72771 -0.90475 0.231 0.153 -0.264
H 7.33409 2.73716 -0.16252 0.013 -0.098 -0.096
H 5.83781 2.54756 0.80486 0.331 -0.208 0.228
C -1.42796 -6.68710 -3.26364 -0.039 -0.507 0.063
C -0.97106 -5.25302 -3.44249 0.012 -0.564 -0.463
O -1.74531 -4.40775 -3.82402 0.047 0.228 0.059
C 0.47753 -4.91805 -3.14666 0.042 -0.063 0.349
H -1.89206 -6.78851 -2.28260 0.070 0.109 0.242
H -0.64383 -7.44290 -3.30856 0.269 0.274 0.055
H -2.19046 -7.00506 -3.97469 -0.020 0.463 -0.155
H 1.04965 -4.73606 -4.05641 -0.275 -0.044 -0.223
H 0.98744 -5.71587 -2.60669 -0.094 0.062 0.051
H 0.50632 -3.99881 -2.56162 0.023 0.006 0.020
C -4.16784 -3.42721 -1.66951 0.316 -0.940 -0.222
C -4.20884 -4.83630 -1.08032 0.451 0.984 0.623
O -3.79061 -5.07054 0.04127 -0.230 -0.185 -0.907
C -4.79083 -5.92886 -1.96627 0.787 0.014 0.801
H -3.51146 -2.72343 -1.15770 -0.227 -0.218 0.337
H -5.19199 -3.05548 -1.70191 0.070 0.212 -0.217
H -3.74164 -3.59195 -2.65912 -0.351 0.386 -0.356
H -5.77784 -5.65957 -2.34230 -0.042 -0.250 0.199
H -4.71410 -6.79635 -1.31077 -0.761 -0.266 -0.271
H -4.14165 -6.13748 -2.81665 0.003 0.352 -0.119
C -5.48811 2.29558 3.09898 0.738 0.009 0.194
C -4.81698 2.45396 4.42400 -2.305 3.012 -0.460
O -3.80459 1.80764 4.72145 4.120 -2.526 0.713
C -5.49158 3.21392 5.52534 -0.842 -0.683 -0.945
H -4.83869 1.59342 2.57619 -0.316 -0.264 -0.310
H -5.49886 3.21277 2.51013 -0.317 0.249 -0.210
H -6.50689 1.91887 3.18999 -0.439 -0.133 -0.251
H -5.87246 2.48181 6.23742 0.145 -0.213 0.802
H -6.41354 3.64351 5.13354 0.082 0.743 0.093
H -4.82458 3.91788 6.02300 -0.137 0.212 0.185
C 1.95807 5.91636 -2.86879 0.034 -0.233 1.004
C 0.92089 5.43480 -3.81777 -0.025 -0.894 -1.928
O -0.10695 4.84880 -3.48712 0.977 0.944 -0.065
C 1.35255 5.56060 -5.32388 -0.442 -0.746 0.405
H 1.65035 6.87270 -2.44592 0.132 0.204 -0.076
H 2.96885 5.95040 -3.27533 -0.269 0.232 -0.190
H 1.99811 5.20993 -2.03965 -0.078 -0.026 0.209
H 0.98392 6.42634 -5.87406 0.022 0.316 0.470
H 0.97838 4.71358 -5.89890 -0.317 -0.156 0.234
H 2.43747 5.49647 -5.40718 -0.004 0.342 0.162
C -4.55956 -2.49000 1.87904 0.074 0.656 -0.923
C -5.73965 -1.54790 1.47380 0.918 -0.370 0.849
O -5.92254 -1.18268 0.33966 0.249 -0.101 -0.611
C -6.64270 -1.04048 2.57367 0.157 -0.289 -0.551
H -4.83456 -3.47020 2.26851 -0.302 0.249 0.295
H -3.88255 -1.97542 2.56092 -0.380 0.081 0.594
H -3.90103 -2.69967 1.03614 -0.422 0.025 -0.324
H -6.77459 0.03643 2.46895 0.362 -0.043 0.187
H -6.25876 -1.34196 3.54824 -0.449 0.151 0.051
H -7.62627 -1.42941 2.31016 -0.131 -0.354 0.498

---

(2)
76
Properties=species:S:1:pos:R:3:forces:R:3 method="wB97M-V/def2-TZVPD" lumo_ev=-2.9 multiplicity=1 charge=+1 orbital_gap_ev=8.9397
C 2.21635 -2.32239 0.33572 0.747 -0.722 1.052
N 1.38159 -1.10458 0.18092 -0.140 -0.380 -0.653
C 0.86562 -1.10257 -1.19761 1.582 -1.335 0.111
N -0.44640 -0.40684 -1.37360 -1.754 0.534 -0.051
N -0.65051 -0.12834 -2.76460 0.627 -0.117 -1.331
C -0.60676 0.86318 -0.57234 0.851 1.388 1.428
C 0.60672 1.86144 -0.63530 -0.131 0.458 1.821
C 0.36537 2.92225 0.54680 -0.343 -0.715 -0.443
I 0.75327 3.01956 -2.46288 0.057 -0.464 0.315
C -1.61055 -1.29427 -0.99088 -3.442 -2.475 0.761
C -2.94233 -1.06536 -1.60468 -0.112 -1.384 1.135
C -4.09589 -1.91481 -1.26666 1.855 -0.433 1.160
C -3.98507 -2.99873 -0.27971 2.116 1.760 -0.880
C -2.67832 -3.23028 0.32243 -0.642 1.355 -1.348
C -1.51027 -2.40222 -0.04505 -1.362 0.115 -0.341
H 2.54339 -2.46772 1.41780 -0.547 0.522 -1.480
H 3.16890 -2.27583 -0.26445 -1.038 0.268 0.498
H 1.69393 -3.27379 0.03140 0.217 0.801 0.128
H 0.64242 -1.06880 0.88253 0.286 -0.218 -0.272
H 1.68710 -0.67805 -1.85102 -1.292 0.070 0.482
H 0.72624 -2.16632 -1.54998 -0.261 1.073 0.096
H -1.28517 0.66308 -2.88156 0.217 -0.263 0.303
H 0.23086 0.14054 -3.20906 -0.170 -0.043 0.426
H -0.77785 0.54339 0.49843 0.424 0.339 -1.127
H -1.52914 1.45158 -0.84671 0.750 -1.133 -0.166
H 1.60539 1.40693 -0.42646 -1.021 0.004 -0.512
H -0.05240 2.38165 1.44334 0.530 0.530 -0.779
H -0.40936 3.65218 0.19657 0.861 -0.397 0.540
H 1.33279 3.40632 0.84134 -1.060 -0.270 -0.450
H -3.13970 -0.27314 -2.36447 0.396 -0.789 0.796
H -5.09526 -1.76632 -1.74907 1.257 0.119 0.388
H -4.89072 -3.59671 -0.03202 1.023 0.472 -0.142
H -2.59536 -4.06013 1.07274 0.246 1.033 -0.875
H -0.55113 -2.68114 0.44692 -0.867 0.337 -0.565
C 6.31291 -7.16929 0.22007 0.005 -0.011 -0.008
C 5.42771 -7.59488 1.20349 0.065 0.150 -0.084
C 4.74575 -6.66428 1.97444 -0.139 -0.135 0.131
C 4.95539 -5.30984 1.74804 0.305 -0.388 -0.339
C 5.84382 -4.87523 0.77243 0.061 0.190 -0.115
C 6.52414 -5.81197 0.00747 -0.109 -0.110 0.088
N 4.21833 -4.32400 2.54342 -0.025 0.036 0.275
O 3.46180 -4.73746 3.40235 0.120 0.179 -0.276
O 4.40051 -3.13994 2.29694 0.026 -0.311 0.093
H 6.84016 -7.89891 -0.38418 -0.028 0.054 0.056
H 5.26743 -8.65368 1.36681 -0.008 0.090 0.029
H 4.05859 -7.00608 2.73795 0.026 0.203 -0.018
H 6.01327 -3.82032 0.59718 -0.112 -0.052 0.165
H 7.21739 -5.48489 -0.75798 -0.048 0.016 0.076
C -3.41897 -0.29449 2.74660 -0.025 -0.040 0.028
C -4.65458 0.29280 2.98758 0.132 -0.115 -0.002
C -5.49972 -0.23860 3.95260 -0.148 0.120 -0.012
C -5.09382 -1.35463 4.67142 0.394 0.279 -0.476
C -3.86419 -1.95248 4.43237 0.144 -0.182 0.066
C -3.02572 -1.41759 3.46447 -0.129 0.151 -0.063
N -5.97408 -1.90441 5.70956 -0.386 -0.226 0.438
O -7.05262 -1.36640 5.87892 0.324 -0.071 -0.148
O -5.57159 -2.86391 6.34190 0.001 0.243 -0.253
H -2.75794 0.12607 1.99534 -0.057 -0.025 0.017
H -4.95851 1.16760 2.42499 -0.029 -0.058 0.074
H -6.46074 0.22588 4.13349 0.049 -0.170 0.140
H -3.54756 -2.82589 4.98848 -0.199 0.093 0.078
H -2.06190 -1.87408 3.27096 -0.065 -0.014 0.074
C 1.44244 7.07463 -4.99718 0.022 -0.042 -0.022
C 0.57108 6.63911 -4.00594 0.108 0.233 -0.105
C -0.07928 7.56015 -3.19766 -0.126 -0.196 0.134
C 0.14693 8.91515 -3.39361 0.299 -0.401 -0.376
C 1.02084 9.36048 -4.37587 0.075 0.159 -0.091
C 1.67054 8.43296 -5.17944 -0.099 -0.131 0.110
N -0.55888 9.89192 -2.55630 -0.236 0.359 0.293
O -1.30385 9.46288 -1.69165 0.213 0.015 -0.236
O -0.36259 11.07225 -2.77585 0.005 -0.343 0.008
H 1.94516 6.35243 -5.63112 -0.024 0.062 0.039
H 0.39549 5.57894 -3.86418 -0.041 0.144 -0.018
H -0.75606 7.21029 -2.42845 0.007 0.236 -0.017
H 1.20272 10.41685 -4.52764 -0.151 -0.050 0.156
H 2.35247 8.76913 -5.95102 -0.058 0.017 0.069

---

(3)
45
Properties=species:S:1:pos:R:3:forces:R:3 method="wB97M-V/def2-TZVPD" lumo_ev=0.4 multiplicity=1 orbital_gap_ev=8.2584 de_lowest_kj_mol=1738.0
N -5.43615 -1.80467 0.11468 -1.642 -1.352 -8.258
C -4.19694 -1.44381 -0.61135 -4.335 -0.600 -0.133
O -4.04752 -1.49205 -1.82638 -0.926 -0.541 1.571
C -3.25255 -0.82652 0.27234 -0.886 0.901 1.182
C -1.87450 -1.19795 -0.40127 -2.316 4.498 16.519
C -0.93397 -0.33838 0.63279 -1.955 0.873 -1.583
N -1.28026 1.03864 0.72722 5.651 3.420 -3.582
C -2.50183 1.43048 1.05260 -2.154 -11.716 2.597
C -3.62593 0.74033 0.26886 -0.019 -1.484 5.631
H -3.53492 1.06688 -0.66145 -0.266 1.410 -4.361
H -4.60681 1.11501 0.83146 1.716 -1.479 -1.600
H -2.61591 1.13815 2.11682 -0.936 -0.111 0.655
H -2.64613 2.30417 1.07630 -1.636 12.625 -0.203
C -0.09017 2.09523 1.09660 -3.348 -4.664 5.389
H 0.68209 1.39722 1.37462 0.434 -0.006 0.924
C 0.40010 2.80286 0.02482 6.474 1.901 -5.335
O -0.48953 3.47683 -0.62665 -4.819 4.440 -2.629
H -1.30468 2.99670 -0.79366 0.073 -0.412 0.087
C 1.19442 2.03117 -1.23604 -6.736 -6.991 12.988
O 1.96827 1.08376 -0.45050 0.811 -0.672 -5.549
C 2.55356 0.14819 -1.58176 3.181 1.851 9.391
C 3.32942 -0.72631 -0.56602 1.947 -0.166 -3.143
C 3.04180 -2.02655 -0.50150 -4.603 -5.674 0.156
C 3.74823 -2.98375 0.34681 0.143 6.202 -4.503
C 4.98980 -2.44240 0.51831 0.916 -12.947 7.606
C 5.48992 -1.27811 0.60727 -0.620 2.906 -2.017
C 4.64518 -0.59979 -0.11972 -1.542 9.281 -1.413
Cl 5.20567 1.37795 -0.31284 -0.422 -2.170 0.166
H 6.24360 -0.99503 1.18298 3.395 1.359 1.706
H 5.62648 -3.34239 1.40431 -1.258 2.425 -2.825
H 3.49432 -3.94512 0.23542 -0.612 -3.481 0.389
H 2.09318 -2.49392 -1.13939 2.203 1.486 1.850
H 1.85673 -0.34665 -2.03787 -4.377 -2.878 -2.307
H 3.19582 0.59087 -2.22927 1.820 2.045 -1.688
H 1.56179 2.47626 -1.92532 5.584 6.420 -7.740
H 0.32500 1.56539 -1.63295 -0.766 -1.268 -0.753
H 1.26321 3.52145 0.11243 -0.875 -0.408 1.756
H -0.48556 2.72258 2.08394 1.095 -1.380 -2.731
H -0.89675 -0.59967 1.63283 -0.119 -2.236 2.179
H 0.00585 -0.26376 0.26714 3.245 -0.652 -1.103
H -1.79379 -0.75512 -1.12350 1.676 6.764 -14.916
H -1.79965 -2.01267 0.00186 1.657 -9.929 1.952
H -3.48350 -1.26186 1.33571 1.237 0.866 -1.715
H -5.67133 -1.80934 1.04184 0.114 0.243 2.629
H -6.34606 -2.13430 -0.58252 3.796 1.302 2.763

---

no.,strongest force on any atom (eV/A)
1,4.9
2,4.3
3,17.3